Density functional theory data (wB97M-V/def2-TZVPD) for a cluster of 9 separate species, C21H60O9 in total.

The orbital gap is 9.95 eV. The energy above the lowest of the compared OMol25 structures with the same formula, charge and spin comes out at 43.37 kcal/mol. The SMILES is CC(C)O.CC(C)O.CC(C)O.CC(C)O.CC(C)O.CC(C)O.CO.CO.CO.

Cartesian coordinates (Å):
C 3.8724 4.4594 -3.4335
C 3.0314 3.5888 -2.4937
C 3.8562 3.0693 -1.3223
O 1.9105 4.3390 -2.0332
H 4.6880 3.9558 -3.9523
H 4.3060 5.2473 -2.8111
H 3.2321 4.9171 -4.1856
H 2.6590 2.7014 -3.0109
H 4.5606 2.2980 -1.6475
H 3.3246 2.6121 -0.4873
H 4.4668 3.8529 -0.8558
H 2.2458 4.8973 -1.3196
C 3.3726 -5.1648 -0.8800
C 2.7817 -3.9972 -1.6566
C 2.6879 -2.7035 -0.8701
O 3.5415 -3.8803 -2.8701
H 4.3919 -4.9339 -0.5728
H 3.3353 -6.0494 -1.5102
H 2.7636 -5.3217 0.0126
H 1.7761 -4.2622 -2.0087
H 2.3115 -1.8955 -1.5055
H 3.6721 -2.4074 -0.4977
H 1.9850 -2.7495 -0.0388
H 3.3690 -3.0251 -3.2771
C -2.9813 2.3761 -3.7057
C -3.9108 1.3607 -3.0659
C -5.3299 1.5134 -3.6475
O -3.4048 0.0421 -3.2757
H -3.3598 3.3828 -3.5288
H -2.9928 2.2065 -4.7839
H -1.9557 2.2849 -3.3558
H -4.0738 1.4278 -1.9779
H -5.7985 2.4336 -3.2928
H -5.9824 0.6929 -3.3448
H -5.2570 1.5352 -4.7372
H -3.9393 -0.5694 -2.7602
C 1.5517 -1.9409 2.7281
C 1.9858 -2.9906 3.7370
C 2.1814 -4.3727 3.1445
O 3.2162 -2.5340 4.3217
H 2.2466 -1.7134 1.9293
H 1.3714 -1.0347 3.3166
H 0.5516 -2.2138 2.3904
H 1.2270 -3.0426 4.5293
H 2.5372 -5.0362 3.9421
H 2.9414 -4.4402 2.3631
H 1.2546 -4.7753 2.7302
H 3.5767 -3.2558 4.8483
C -1.0662 1.1060 -0.8536
C -0.1372 0.0770 -0.2153
C 1.1429 0.7560 0.2601
O -0.7894 -0.5795 0.8609
H -2.0467 0.7107 -1.1086
H -0.5747 1.6079 -1.6861
H -1.2664 1.8830 -0.1044
H 0.0543 -0.6730 -0.9855
H 1.0131 1.3193 1.1863
H 1.4818 1.4588 -0.5008
H 1.9043 0.0000 0.4559
H -0.8816 0.0101 1.6262
C -3.8480 -4.5431 0.2443
C -2.6983 -3.7311 0.7841
C -1.3959 -4.5283 0.7869
O -2.5204 -2.5783 -0.0563
H -4.7584 -3.9380 0.2637
H -3.9762 -5.4672 0.8040
H -3.7152 -4.7588 -0.8187
H -2.9337 -3.3841 1.7974
H -0.5221 -3.9577 1.1016
H -1.1777 -5.0018 -0.1712
H -1.4853 -5.3607 1.5013
H -1.8457 -2.0270 0.3938
C -2.3103 1.1958 3.7091
O -0.9634 1.0073 3.3009
H -2.3546 1.9495 4.5084
H -2.8619 1.6624 2.8972
H -2.7648 0.2954 4.1219
H -0.3687 0.9767 4.0525
C 1.3135 4.3317 2.6888
O 2.2950 5.3610 2.7301
H 1.6570 3.4528 2.1514
H 1.0443 4.0112 3.7025
H 0.4104 4.7277 2.2132
H 1.8785 6.1483 3.0850
C -3.1450 3.9335 0.0850
O -3.5071 5.2856 0.0497
H -3.9858 3.3431 0.4489
H -2.7957 3.5163 -0.8605
H -2.3496 3.7256 0.8135
H -2.9464 5.7913 -0.5405